The following is a DFT calculation (ωB97M-V/def2-TZVPD) of a structure of composition C56H120F24N10O22S8 in a non-equilibrium geometry.

Properties
- ΔE to the lowest compared entry with this formula, charge and spin: 0.00 kcal/mol
- E_HOMO: -12.5 eV
- Maximum force: 0.0794 hartree/bohr
- LUMO: -3.1 eV
- HOMO-LUMO gap: 9.366 eV
- Total charge: +2

Element x y z (Å)
S -23.1380 -29.6340 2.1215
S -17.7631 -23.8812 5.0494
S -17.1762 -32.4556 -0.4420
S -13.1034 -28.2678 6.2551
S -18.4405 -30.6523 -2.2568
S -15.9690 -21.7525 5.1914
S -22.1047 -27.6328 0.4795
S -11.8879 -30.1675 4.3521
F -14.8516 -31.4444 -1.2306
F -24.2572 -28.3262 4.0926
F -14.6807 -33.4397 -0.4049
F -16.4513 -29.7676 -3.9883
F -22.2632 -26.1427 2.6637
F -13.8476 -26.3665 4.5129
F -11.7464 -26.4786 4.8200
F -23.8481 -25.6566 1.2103
F -17.2025 -20.1221 3.7564
F -12.0971 -31.0627 1.9633
F -15.5853 -33.2447 -2.3245
F -16.2412 -29.2368 -1.8545
F -13.0664 -29.1149 2.2114
F -25.6805 -28.9067 2.6137
F -21.7147 -24.9746 0.7934
F -13.9887 -30.8491 2.9424
F -19.9501 -24.9449 4.4424
F -19.9927 -22.8694 3.9408
F -18.3514 -20.7861 5.5650
F -13.1009 -25.6831 6.2795
F -18.8781 -24.2243 2.7031
F -17.7707 -28.2970 -3.0703
F -24.7485 -30.4067 3.8926
F -16.7244 -19.4004 5.7720
O -21.9702 -29.5643 2.9590
O -20.5205 -23.9710 -5.0200
O -15.7942 -21.9337 6.6102
O -11.8522 -31.5235 4.8700
O -11.9170 -28.3133 7.0537
O -18.1983 -23.3414 6.3210
O -22.1965 -27.3469 -0.9087
O -15.9591 -33.1206 8.5506
O -17.2008 -25.2168 4.9026
O -16.2688 -21.5805 -0.5587
O -23.5121 -30.9094 1.4932
O -17.5343 -27.1109 1.3611
O -20.7491 -27.8818 0.9125
O -14.3605 -28.1697 6.9297
O -19.0250 -29.9929 -1.1169
O -19.1648 -30.9386 -3.4905
O -17.2260 -31.4715 0.6112
O -17.6668 -25.4197 9.7103
O -14.8185 -21.2789 4.4726
O -17.5825 -33.7983 -0.1825
O -10.7172 -29.4214 3.9476
O -21.8086 -33.7865 0.4770
N -18.1185 -28.7646 3.9701
N -16.6481 -22.9288 4.4045
N -14.7633 -24.0413 9.8900
N -13.2318 -33.7115 7.1618
N -23.1511 -28.5582 1.0050
N -22.2219 -23.9796 -7.7021
N -17.7760 -32.0288 -1.8901
N -14.3715 -23.5644 1.1499
N -22.8320 -32.4853 -2.1423
N -13.0424 -29.3330 5.1322
C -17.6285 -28.6343 5.4099
C -22.6689 -23.7308 -6.1488
C -14.0128 -32.4782 6.7379
C -24.5719 -29.2674 3.2140
C -17.3790 -33.0390 8.4816
C -17.3547 -20.7529 -0.9033
C -17.1276 -29.4765 -2.8533
C -15.1750 -24.7868 1.5733
C -23.9566 -32.3535 -1.0377
C -16.0068 -24.0844 10.8509
C -13.0958 -23.3741 1.8997
C -24.8246 -33.5652 -0.8567
C -22.5393 -25.9922 1.2925
C -17.5558 -26.7561 -0.0662
C -16.4884 -22.2076 0.6762
C -22.1666 -31.1151 -2.3033
C -19.7979 -24.7345 -4.1166
C -21.2926 -33.6086 1.7868
C -18.7232 -30.1159 3.6235
C -21.7743 -25.8705 -9.4577
C -24.1732 -22.4083 -8.3231
C -15.4635 -32.6431 -1.1596
C -20.9519 -33.3185 -0.5669
C -21.7862 -33.5231 -1.8500
C -14.9496 -21.4197 9.6104
C -19.1022 -27.5873 3.6410
C -14.8064 -22.8396 8.9736
C -21.0305 -23.0267 -7.9237
C -15.2439 -22.3218 1.4688
C -11.9060 -33.2848 7.6127
C -13.1122 -34.6139 5.9497
C -23.4623 -23.6842 -8.5839
C -12.9393 -26.6538 5.3848
C -13.4567 -23.9804 10.7198
C -13.9063 -34.3972 8.3973
C -19.2345 -23.9457 3.9452
C -14.8748 -26.7032 9.6112
C -15.4204 -34.3870 8.3057
C -18.0301 -31.4157 3.8569
C -17.2211 -28.4720 1.5049
C -21.8655 -25.4382 -7.9547
C -14.7388 -25.2756 8.9519
C -16.8533 -28.6660 3.0444
C -12.8355 -30.3060 2.8130
C -18.8366 -25.5348 8.8864
C -23.0048 -30.2091 -3.1812
C -17.3489 -24.0995 10.0324
C -17.1278 -20.4177 5.0602
C -13.2879 -22.5037 -0.9891
C -11.7893 -31.9463 8.2952
C -21.8876 -24.4454 -5.0480
C -12.0265 -24.3788 1.7060
C -20.3447 -27.5876 4.5782
C -23.3946 -32.8998 -3.4535
C -12.2498 -35.8578 6.0263
C -14.0936 -23.6609 -0.4050
H -12.3413 -22.2888 -0.4177
H -17.3792 -19.9584 -0.1921
H -16.6999 -27.2100 -0.6466
H -14.9079 -32.8524 6.1829
H -25.5520 -33.6487 -1.6462
H -14.2507 -21.2220 10.4155
H -19.6308 -29.9827 4.1595
H -17.2287 -20.3641 -1.9473
H -24.0911 -24.5830 -8.4199
H -25.3673 -33.4844 0.0784
H -21.0042 -25.6547 -7.3674
H -11.5960 -24.3597 0.7213
H -21.1838 -31.1318 -2.7562
H -18.7290 -25.0872 7.8995
H -11.1743 -35.6156 5.8844
H -14.1219 -34.8774 5.6982
H -23.5325 -32.0500 -0.1472
H -20.0390 -33.8917 -0.7276
H -12.3655 -36.4094 6.9300
H -17.2598 -27.6014 5.4982
H -22.8947 -30.4680 -4.2124
H -20.0140 -24.5998 -3.0494
H -10.9112 -31.8875 8.9183
H -22.7798 -29.1741 -2.9598
H -23.7152 -24.0559 -6.0560
H -17.2003 -21.6751 1.3218
H -17.6479 -32.0247 8.8194
H -18.7854 -32.1356 3.5829
H -13.4510 -24.8747 11.2988
H -23.6932 -33.9605 -3.4311
H -22.4677 -24.2020 -4.1371
H -20.5972 -28.6462 4.8268
H -14.8002 -20.6077 8.9368
H -13.4031 -31.8780 6.0631
H -18.1062 -23.8274 10.7531
H -24.0634 -30.3248 -3.0017
H -13.1687 -22.7222 -2.0497
H -15.6382 -23.0143 8.3362
H -14.5870 -27.5433 8.9741
H -17.6569 -31.5414 4.8830
H -13.8981 -21.6533 -0.9755
H -21.0831 -33.4882 -2.7069
H -17.9553 -33.7137 9.0607
H -18.3332 -21.3255 -0.8560
H -12.7663 -33.9176 5.1483
H -18.7098 -24.6282 -4.1584
H -21.1464 -27.0861 4.1212
H -11.4505 -34.1773 8.0341
H -22.6680 -32.8123 -4.2696
H -19.7406 -25.1793 9.3819
H -16.8901 -29.3672 5.5618
H -18.4912 -26.6894 3.6917
H -13.3685 -23.2596 2.9856
H -12.6525 -31.7850 8.9388
H -21.2915 -32.5722 2.1962
H -22.6381 -25.9645 -7.4232
H -16.2793 -27.7773 3.4431
H -13.5382 -35.4036 8.5463
H -12.3414 -25.4635 1.8302
H -15.2820 -22.3786 2.5574
H -18.9950 -26.6250 8.7989
H -23.0960 -23.6392 -9.5722
H -16.0782 -23.2095 11.4848
H -21.4762 -26.9094 -9.4569
H -13.5007 -23.0625 11.3389
H -12.6910 -22.3731 1.6629
H -15.0834 -23.7296 -0.8490
H -15.1977 -24.6769 2.6489
H -15.9048 -24.8796 11.5494
H -14.1499 -26.7135 10.4226
H -24.1812 -34.4245 -0.8742
H -22.7412 -25.8581 -9.9375
H -14.7939 -25.7551 1.1921
H -17.3017 -23.4238 9.1857
H -15.8442 -26.8786 10.0474
H -13.7993 -25.3425 8.3996
H -22.2373 -34.5435 -1.8685
H -20.9481 -22.9093 -8.9973
H -21.3055 -22.0846 -7.4783
H -13.8766 -22.9500 8.4592
H -21.8246 -25.5548 -5.0969
H -20.9957 -25.3877 -9.9939
H -15.8203 -35.1048 9.0933
H -20.2461 -33.9407 1.8424
H -21.9888 -34.1795 2.4690
H -22.0901 -30.6716 -1.3359
H -18.4859 -27.1044 -0.4807
H -20.1435 -23.3601 -7.3750
H -17.1286 -31.5443 3.2080
H -17.5191 -25.6629 -0.1085
H -11.2775 -33.1815 6.6876
H -12.4946 -36.4614 5.2073
H -19.9158 -25.8246 -4.2227
H -14.3520 -31.9720 7.6307
H -11.6787 -31.2019 7.5124
H -18.0711 -29.1288 1.2257
H -13.5841 -33.7845 9.2429
H -24.2912 -32.3324 -3.7752
H -16.9495 -23.1829 0.5566
H -16.3284 -29.5802 3.2418
H -19.4428 -27.7493 2.6409
H -20.0376 -26.9803 5.4528
H -13.6626 -24.6134 -0.5659
H -12.5779 -23.9637 10.0333
H -22.5938 -22.6743 -6.0968
H -23.5205 -21.5535 -8.0331
H -14.6254 -21.4680 1.2783
H -24.8871 -22.5624 -7.5275
H -16.3674 -28.7114 0.8429
H -16.2021 -24.6318 1.2306
H -18.4675 -28.8748 6.0813
H -24.5350 -31.5200 -1.4180
H -17.6489 -33.0791 7.3858
H -11.2962 -24.3028 2.4887
H -16.0301 -21.4986 9.9006
H -19.0397 -29.9500 2.5924
H -15.5867 -25.0963 8.3030
H -20.6521 -32.2814 -0.4507
H -24.8549 -22.1271 -9.1853
H -15.7439 -34.8497 7.3161

Atoms 1-6, force components in eV/Å:
S 0.5174 -2.1611 -1.2467
S 2.6755 0.3551 1.1678
S 0.0254 0.6183 -1.8630
S 1.9839 -0.3305 -0.3662
S -0.0116 -2.0101 -0.6722
S 0.9352 -0.5208 1.0678

---

The following is a DFT calculation (ωB97M-V/def2-TZVPD) of a cluster of 2 separate species, C9H7FNO3 in total in a non-equilibrium geometry.

Properties
- ΔE to the lowest compared entry with this formula, charge and spin: 79.46 kcal/mol
- E_HOMO: -4.2 eV
- Maximum force: 0.0686 hartree/bohr
- LUMO: 3.4 eV
- HOMO-LUMO gap: 7.564 eV
- Total charge: -1

Element x y z (Å)
F 0.8286 2.8808 -0.3042
O 5.4199 0.6582 -0.7282
O 3.9692 -0.9955 0.1887
O 6.1400 -1.4156 -0.5666
N 3.0568 -0.0506 0.3212
C -0.3150 0.0003 1.4814
C -1.0249 -1.1538 1.1829
C -0.5030 0.5927 -0.7994
C -1.5600 -1.4336 -0.1163
C 5.3825 -0.5039 -0.4565
C 0.0334 0.8735 0.4655
C -1.3523 -0.4721 -1.0820
C 2.9075 1.1153 0.1675
C 0.9677 1.8999 0.6871
H -2.0969 -2.3218 -0.2708
H -0.2826 1.3041 -1.6041
H -1.3230 -1.6774 2.1561
H -0.1554 0.1456 2.5593
H 3.2843 2.0118 -0.1861
H -1.7833 -0.6328 -2.0294
H 0.9260 2.2759 1.7605

Atoms 1-6, force components in eV/Å:
F 0.3713 0.4819 0.7023
O -0.9329 2.1845 -0.0230
O 0.9104 0.4292 -0.5659
O 0.4779 -2.1160 0.3516
N -0.5117 -2.2854 0.9302
C -0.6328 -1.1176 0.4850

---

The following is a DFT calculation (ωB97M-V/def2-TZVPD) of the ion C3H6NO2 with charge -1 in a non-equilibrium geometry.

Properties
- ΔE to the lowest compared entry with this formula, charge and spin: 28.71 kcal/mol
- E_HOMO: -3.2 eV
- Maximum force: 0.0254 hartree/bohr
- LUMO: 4.3 eV
- HOMO-LUMO gap: 7.522 eV
- Structure (SMILES): CC(=O)NC[O-]
- Total charge: -1

Element x y z (Å)
O 0.4149 -1.4069 1.5658
O -0.1252 0.3535 -2.2179
N 0.8477 0.1585 -0.0157
C 0.3270 1.0351 -1.2280
C -1.3633 0.0728 0.9797
C 0.0588 -0.4331 0.8927
H 1.5934 -0.4685 -0.2939
H -1.7879 0.2278 -0.0092
H -1.4262 1.0387 1.4846
H -2.0126 -0.6695 1.4418
H 1.2383 1.6720 -1.3867
H -0.3590 1.7246 -0.6646

Atoms 1-6, force components in eV/Å:
O 0.0080 0.1270 0.2011
O -0.2613 -0.1613 -0.3651
N 0.0353 0.1402 -0.3970
C 0.5114 0.3042 1.1655
C -0.5457 0.2401 -0.1224
C -0.3005 -0.6301 -0.4533

---

The following is a DFT calculation (ωB97M-V/def2-TZVPD) of an isolated molecule of C5H9IN4O3P2.

Properties
- E_HOMO: -9.4 eV
- Maximum force: 0.0139 hartree/bohr
- LUMO: -0.8 eV
- HOMO-LUMO gap: 8.652 eV
- Structure (SMILES): C[C@@H](I)Cc1nnc(PP(=O)(O)O)nn1

Element x y z (Å)
I 1.9378 -2.6036 0.9692
P -3.1231 1.9584 0.4435
P -3.7557 -0.0224 -0.2544
O -4.6298 -0.6897 0.9006
O -4.8645 0.2580 -1.3667
O -2.6084 -0.8241 -0.7035
N 0.5334 1.2168 -0.6784
N 0.4602 0.7842 1.6425
N -0.7995 1.1342 1.6673
N -0.7155 1.5876 -0.6534
C 2.5969 -1.0282 -0.3237
C -1.3571 1.4990 0.5130
C 1.0839 0.8002 0.4641
C 3.9963 -1.3033 -0.8429
C 2.4936 0.3188 0.3977
H 4.0191 -2.2486 -1.3862
H -4.2518 -1.5691 1.0744
H 1.8901 -1.0272 -1.1537
H 3.0988 1.0489 -0.1462
H 4.2800 -0.5162 -1.5477
H -3.4459 1.8588 1.8064
H -4.4358 0.4928 -2.2070
H 4.7230 -1.3611 -0.0316
H 2.8739 0.2358 1.4167

Atoms 1-6, force components in eV/Å:
I -0.0658 -0.0861 0.0017
P -0.1935 0.5938 -0.3490
P 0.2018 -0.3242 0.0962
O 0.1365 -0.1382 -0.1484
O 0.1234 0.0932 -0.1260
O -0.0738 0.0282 -0.0054

---

Number 1: calculated total energy -271841.2024 eV. Number 2: calculated total energy -19793.8948 eV. Number 3: calculated total energy -8793.9720 eV. Number 4: calculated total energy -44112.3459 eV.